121
Properties=species:S:1:pos:R:3:lowdin_spin:R:1 method="wB97M-V/def2-TZVPD" spin_multiplicity=5 total_charge=+2 homo_energy_ev="-11.5756 / -12.0425" homo_lumo_gap_ev="6.81 / 5.58"
Ir 0.248 -0.178 0.079 2.5046
C 1.793 1.354 3.090 0.0034
C 0.381 0.960 3.522 0.0048
C -0.559 2.160 3.426 0.0002
C 0.416 0.402 4.942 0.0033
O -0.061 -0.050 2.602 0.0797
Si -1.391 -1.020 2.779 0.0409
S -1.406 -1.821 0.768 0.4490
O -1.205 -2.169 3.883 0.0074
C -0.798 -3.538 3.906 0.0011
C -0.636 -3.920 5.377 0.0001
C -1.892 -4.378 3.248 0.0047
C 0.532 -3.707 3.168 0.0035
O -2.603 -0.049 3.120 0.0093
C -3.968 -0.167 3.544 0.0007
C -4.672 -1.269 2.764 0.0039
C -3.969 -0.472 5.039 0.0003
C -4.618 1.184 3.253 0.0001
H 2.188 2.120 3.750 0.0001
H 1.767 1.736 2.072 0.0019
H 2.446 0.480 3.124 0.0006
H -0.248 2.959 4.093 0.0000
H -1.565 1.848 3.680 0.0000
H -0.574 2.527 2.402 0.0002
H 0.869 1.133 5.608 0.0007
H 1.000 -0.514 4.969 0.0000
H -0.586 0.176 5.290 0.0000
H -1.538 -3.678 5.932 0.0000
H 0.194 -3.383 5.822 0.0000
H -0.454 -4.989 5.462 0.0000
H -2.838 -4.216 3.756 0.0001
H -1.638 -5.430 3.317 0.0001
H -2.002 -4.098 2.201 0.0047
H 1.267 -2.999 3.546 0.0002
H 0.383 -3.538 2.100 0.0033
H 0.913 -4.714 3.320 0.0001
H -4.183 -2.224 2.935 0.0009
H -4.653 -1.047 1.700 0.0020
H -5.706 -1.340 3.087 0.0001
H -3.439 -1.403 5.223 0.0000
H -4.991 -0.565 5.394 0.0000
H -3.474 0.325 5.588 0.0000
H -4.491 1.436 2.202 0.0000
H -4.159 1.967 3.853 0.0000
H -5.678 1.135 3.485 0.0000
C 3.540 -0.568 -1.909 0.0115
Sb 2.918 -0.427 0.135 0.0832
C 4.504 0.951 0.685 0.0260
C 3.891 -2.212 0.983 0.0176
C 4.537 -3.007 -0.074 0.0050
C 5.831 -2.674 -0.463 0.0024
C 6.489 -3.367 -1.458 0.0053
C 5.852 -4.427 -2.087 0.0026
C 4.567 -4.770 -1.717 0.0051
C 3.888 -4.079 -0.713 0.0032
C 2.532 -4.510 -0.337 0.0593
Sb 0.928 -3.231 -1.246 0.2176
C 1.503 -3.529 -3.331 0.0603
C -0.626 -4.733 -1.236 0.0350
H 4.604 -0.372 -1.988 0.0014
H 2.981 0.167 -2.479 0.0005
H 3.331 -1.560 -2.293 0.0012
H 5.357 0.366 1.017 0.0020
H 4.209 1.632 1.476 0.0002
H 4.795 1.511 -0.198 0.0008
H 3.141 -2.765 1.538 -0.0001
H 4.631 -1.829 1.678 0.0007
H 6.330 -1.860 0.045 0.0000
H 7.488 -3.085 -1.746 0.0002
H 6.356 -4.984 -2.862 0.0000
H 4.078 -5.602 -2.200 0.0003
H 2.355 -4.498 0.734 0.0000
H 2.300 -5.498 -0.727 0.0064
H 1.384 -4.579 -3.578 0.0073
H 2.537 -3.240 -3.489 0.0005
H 0.864 -2.934 -3.975 -0.0003
H -0.261 -5.619 -1.747 0.0054
H -1.487 -4.339 -1.766 -0.0002
H -0.909 -4.973 -0.217 0.0002
F 5.180 5.015 -0.191 0.0000
C 3.846 5.217 -0.077 0.0001
C 3.029 4.131 -0.221 0.0009
C 1.641 4.261 -0.158 0.0025
C 0.807 3.074 -0.326 0.0101
O 1.343 1.954 -0.497 0.0810
C -0.601 3.325 -0.240 0.0009
C -1.056 4.597 -0.055 -0.0011
N -0.272 5.689 0.040 0.0003
C -0.882 6.990 0.122 0.0000
C -2.013 7.301 -0.810 0.0000
C -0.682 7.951 -1.017 0.0000
C 1.094 5.545 0.028 0.0010
C 1.953 6.635 0.210 0.0000
C 3.336 6.504 0.169 0.0006
N 4.149 7.614 0.425 0.0002
C 5.557 7.440 0.746 0.0000
C 6.092 8.762 1.323 0.0000
N 4.949 9.511 1.904 0.0000
C 4.042 9.996 0.825 0.0000
C 3.917 8.881 -0.233 0.0000
C -1.665 2.218 -0.330 0.0171
O -2.805 2.516 -0.019 0.0376
O -1.266 1.093 -0.757 0.1557
H 3.446 3.160 -0.424 0.0002
H -2.124 4.753 0.024 0.0001
H -0.919 7.381 1.136 0.0000
H -2.833 7.893 -0.435 0.0000
H -2.308 6.538 -1.512 0.0000
H -0.577 9.002 -0.793 0.0000
H -0.088 7.618 -1.855 0.0000
H 1.527 7.605 0.394 0.0000
H 6.168 7.165 -0.122 0.0000
H 5.646 6.642 1.487 0.0000
H 6.548 9.382 0.550 0.0000
H 6.842 8.564 2.089 0.0000
H 5.272 10.293 2.483 0.0000
H 4.426 8.853 2.498 0.0000
H 4.463 10.900 0.385 0.0000
H 3.075 10.239 1.267 0.0000
H 4.654 9.036 -1.033 0.0000
H 2.931 8.902 -0.693 0.0000

141
Properties=species:S:1:pos:R:3:lowdin_charge:R:1 method="wB97M-V/def2-TZVPD" total_charge=+1 homo_energy_ev=-9.7728 homo_lumo_gap_ev=5.45
C 0.792 1.666 1.786 -0.0048
O -0.286 1.758 0.824 0.0720
B -1.505 1.953 1.335 -0.6011
O -1.689 2.314 2.670 0.1594
C -2.839 1.817 0.432 0.0704
C -3.085 0.585 -0.127 -0.1534
O -2.250 -0.466 0.112 -0.0281
C -1.147 -0.582 -0.847 -0.1016
C 0.121 -1.081 -0.116 -0.1683
N 1.319 -0.369 -0.601 -0.0436
C 2.468 -1.263 -0.874 -0.1563
C 3.801 -0.776 -0.270 -0.3964
C 4.015 0.745 -0.318 -0.0379
O 3.998 -1.291 1.064 -0.0542
C -4.215 0.412 -0.937 0.0798
C -4.500 -0.932 -1.598 -0.3891
O -5.519 -1.519 -1.365 0.2013
O -3.511 -1.340 -2.481 -0.0762
S -3.435 -2.965 -2.748 0.7467
O -4.525 -3.378 -3.555 -0.1851
O -2.193 -3.198 -3.391 -0.2021
C -3.349 -3.898 -1.137 -0.4279
F -3.248 -3.102 -0.063 0.1410
F -2.232 -4.621 -1.176 0.1530
C -4.536 -4.911 -0.903 -0.5610
F -5.717 -4.446 -1.277 0.1779
F -4.263 -6.087 -1.442 0.2067
F -4.596 -5.109 0.430 0.1635
C -5.053 1.505 -1.150 0.0051
C -6.280 1.293 -2.049 -0.1155
O -7.300 0.585 -1.377 -0.0211
C -8.202 1.422 -0.736 -0.2772
C -8.897 2.454 -1.352 -0.0469
C -9.784 3.217 -0.636 -0.0894
C -10.045 2.969 0.697 -0.0811
C -9.351 1.936 1.311 -0.0621
C -8.447 1.185 0.597 -0.0157
C -4.748 2.728 -0.562 -0.0707
C -5.684 3.875 -0.877 -0.1608
N -5.120 4.573 -2.061 0.0425
N -3.657 2.867 0.216 0.0797
C -3.259 4.143 0.847 -0.0838
C -2.071 4.838 0.090 -0.0994
C -2.076 6.365 0.196 -0.7769
F -0.855 6.789 -0.222 0.0027
Br -3.388 7.254 -0.937 0.8267
C -2.258 6.903 1.686 -0.9022
F -1.453 7.968 1.799 0.0517
F -1.857 6.024 2.606 0.0872
Br -4.072 7.523 2.006 0.8019
H 0.525 0.955 2.574 0.1029
H 1.671 1.265 1.275 0.0717
H 1.068 2.633 2.213 0.1121
H -1.992 1.553 3.185 0.1380
H -1.382 -1.361 -1.576 0.1016
H -0.984 0.387 -1.329 0.1400
H 0.189 -2.174 -0.222 0.1173
H 0.030 -0.892 0.966 0.1145
H 1.058 0.003 -1.508 0.1063
H 2.308 -2.295 -0.527 0.1174
H 2.630 -1.340 -1.960 0.1298
H 4.607 -1.227 -0.870 0.1147
H 4.479 1.026 0.638 0.0864
H 3.095 1.333 -0.408 0.0523
H 4.725 1.043 -1.096 0.0785
H 3.162 -1.685 1.333 0.0700
H -5.947 0.655 -2.881 0.1474
H -6.620 2.215 -2.524 0.1163
H -8.709 2.643 -2.410 0.1269
H -10.323 4.050 -1.083 0.1122
H -10.763 3.548 1.268 0.1084
H -9.544 1.730 2.361 0.1169
H -7.946 0.362 1.115 0.0946
H -5.825 4.542 -0.010 0.1250
H -6.679 3.533 -1.152 0.0857
H -5.480 5.518 -2.087 0.0519
H -4.116 4.592 -1.930 0.0240
H -4.079 4.867 0.853 0.0808
H -3.014 3.986 1.899 0.1280
H -2.094 4.525 -0.960 0.1323
H -1.144 4.473 0.553 0.1321
C 7.897 -0.781 -0.986 -0.3596
O 7.072 -1.359 -1.678 -0.0153
N 8.328 -1.199 0.212 -0.1843
C 9.311 -0.460 0.979 -0.0535
C 7.791 -2.438 0.761 -0.0255
H 8.365 0.166 -1.307 0.1299
H 10.186 -1.090 1.151 0.0891
H 8.882 -0.173 1.941 0.0897
H 9.618 0.437 0.444 0.0804
H 8.005 -3.264 0.084 0.0580
H 6.706 -2.345 0.864 0.0805
H 8.236 -2.640 1.732 0.0913
C -8.257 -2.459 1.414 -0.3319
O -8.486 -1.382 1.943 -0.0137
N -9.166 -3.190 0.751 -0.1869
C -8.839 -4.466 0.145 -0.0484
C -10.524 -2.681 0.640 -0.0275
H -7.259 -2.925 1.444 0.1355
H -9.025 -4.418 -0.930 0.0951
H -9.462 -5.248 0.583 0.0941
H -7.793 -4.711 0.313 0.0667
H -10.512 -1.716 0.132 0.0913
H -10.945 -2.542 1.636 0.0960
H -11.139 -3.381 0.079 0.0889
C 7.063 -6.213 -0.317 -0.3156
O 7.748 -5.208 -0.357 -0.0180
N 5.788 -6.283 -0.736 -0.1913
C 5.017 -7.509 -0.666 -0.0567
C 5.168 -5.083 -1.277 -0.0278
H 7.448 -7.170 0.077 0.1408
H 4.696 -7.797 -1.669 0.0899
H 4.137 -7.352 -0.039 0.0883
H 5.615 -8.313 -0.241 0.0837
H 5.734 -4.736 -2.142 0.0995
H 5.178 -4.294 -0.522 0.0878
H 4.142 -5.294 -1.571 0.0833
C 11.629 -5.104 1.851 -0.3589
O 10.728 -4.383 2.239 0.0017
N 11.685 -5.688 0.640 -0.1955
C 12.792 -6.533 0.242 -0.0622
C 10.593 -5.456 -0.298 -0.0354
H 12.501 -5.341 2.486 0.1303
H 13.276 -6.111 -0.641 0.0886
H 12.421 -7.533 0.004 0.0877
H 13.523 -6.609 1.045 0.0811
H 10.508 -4.387 -0.497 0.0951
H 9.664 -5.797 0.136 0.0563
H 10.780 -5.987 -1.230 0.0919
C 4.014 7.214 1.250 -0.3555
O 3.711 6.081 1.573 0.0057
N 3.134 8.207 1.015 -0.1996
C 3.553 9.541 0.630 -0.0541
C 1.719 7.920 1.155 -0.0552
H 5.064 7.524 1.119 0.1343
H 3.202 10.263 1.370 0.0906
H 3.127 9.791 -0.345 0.0898
H 4.637 9.597 0.567 0.0845
H 1.517 7.587 2.175 0.0952
H 1.445 7.118 0.470 0.0784
H 1.128 8.806 0.936 0.0859

141
Properties=species:S:1:pos:R:3:lowdin_charge:R:1 method="wB97M-V/def2-TZVPD" total_charge=+1 homo_energy_ev=-10.1822 homo_lumo_gap_ev=1.66
Al 9.426 20.973 -19.580 0.9864
C 14.220 17.854 -24.101 -0.0158
C 13.069 18.186 -25.039 -0.4458
C 13.386 17.421 -26.425 -0.0887
C 12.179 17.458 -27.377 -0.1495
C 10.998 16.753 -26.687 -0.1397
C 10.594 17.341 -25.356 -0.4416
N 11.829 17.551 -24.476 0.2028
O 11.436 18.174 -23.198 0.1257
C 9.613 16.332 -24.758 -0.0254
C 9.764 18.657 -25.587 0.0250
C 12.981 19.738 -25.253 0.0233
H 14.184 16.784 -23.899 0.0971
H 13.980 18.390 -23.182 0.0918
H 15.170 18.069 -24.591 0.1114
H 13.518 16.394 -26.086 0.1179
H 14.340 17.826 -26.759 0.1340
H 12.381 16.956 -28.323 0.1296
H 11.942 18.491 -27.632 0.1057
H 11.471 15.782 -26.537 0.1265
H 10.105 16.589 -27.290 0.1474
H 8.695 16.280 -25.343 0.1060
H 9.221 16.570 -23.769 0.0912
H 10.083 15.353 -24.660 0.1006
H 9.533 19.187 -24.663 0.0998
H 8.780 18.420 -25.991 0.1058
H 10.211 19.303 -26.342 0.0845
H 12.604 20.291 -24.393 0.0976
H 12.260 20.017 -26.022 0.0711
H 13.894 20.219 -25.603 0.1134
P 9.268 24.773 -23.312 0.1864
F 8.912 24.966 -21.732 -0.1950
F 8.281 23.485 -23.263 -0.2068
F 8.002 25.788 -23.788 -0.2018
F 9.723 24.425 -24.815 -0.1731
F 10.326 25.973 -23.301 -0.1548
F 10.398 23.681 -22.799 -0.2463
C 3.479 22.573 -25.837 -0.1704
C 3.501 21.097 -26.238 -0.1623
C 3.080 21.148 -27.744 -0.1959
O 3.337 22.477 -28.168 -0.1669
C 3.951 23.274 -27.133 -0.1761
H 4.059 22.801 -24.943 0.1091
H 2.457 22.927 -25.699 0.1079
H 2.721 20.536 -25.723 0.1037
H 4.525 20.775 -26.052 0.1014
H 1.998 21.047 -27.832 0.1141
H 3.608 20.426 -28.367 0.1098
H 3.763 24.335 -27.301 0.1189
H 5.022 23.144 -27.289 0.1076
C 10.412 30.589 -25.644 -0.1830
C 9.646 31.880 -25.573 -0.1836
C 9.309 32.126 -26.986 -0.2172
O 9.294 30.855 -27.681 -0.1362
C 9.781 29.844 -26.807 -0.2055
H 10.261 29.964 -24.764 0.1066
H 11.494 30.648 -25.760 0.1114
H 10.125 32.775 -25.177 0.1231
H 8.692 31.664 -25.092 0.1168
H 10.084 32.688 -27.509 0.1169
H 8.396 32.701 -27.140 0.1183
H 10.469 29.202 -27.358 0.1194
H 8.942 29.300 -26.373 0.1139
C 1.518 27.492 -21.489 -0.0147
C 1.913 26.429 -20.471 -0.2822
C 1.382 25.009 -20.790 -0.0799
O 2.437 24.180 -20.329 0.0849
C 3.566 24.833 -20.357 -0.5685
O 4.688 24.324 -20.171 0.0914
O 3.304 26.105 -20.648 0.0658
H 2.089 28.391 -21.258 0.0883
H 0.455 27.732 -21.470 0.0899
H 1.765 27.122 -22.484 0.0878
H 1.891 26.764 -19.433 0.1617
H 1.143 24.831 -21.838 0.1396
H 0.481 24.988 -20.176 0.1366
C 2.411 31.357 -25.864 -0.0152
C 3.740 30.850 -26.427 -0.3177
C 3.910 29.328 -26.288 -0.0679
O 4.208 28.938 -27.616 0.0907
C 4.086 29.907 -28.461 -0.6078
O 4.285 29.794 -29.648 0.1450
O 3.701 31.000 -27.812 0.0811
H 2.304 31.171 -24.796 0.0834
H 1.613 30.735 -26.269 0.0874
H 2.212 32.405 -26.086 0.0883
H 4.604 31.483 -26.221 0.1584
H 2.968 28.803 -26.131 0.1353
H 4.670 29.166 -25.524 0.1384
C 13.262 29.191 -15.735 -0.0126
C 13.229 28.580 -17.130 -0.3290
C 14.400 27.752 -17.487 -0.0812
O 13.815 26.516 -17.916 0.1020
C 12.524 26.503 -17.825 -0.5715
O 11.818 25.529 -18.168 0.0841
O 12.179 27.641 -17.264 0.1063
H 12.509 29.979 -15.721 0.0846
H 14.194 29.684 -15.458 0.0904
H 13.060 28.487 -14.927 0.0949
H 13.176 29.388 -17.860 0.1548
H 15.050 27.633 -16.620 0.1358
H 15.024 28.265 -18.219 0.1422
C 15.041 26.345 -25.350 -0.0221
C 15.189 26.212 -23.872 -0.3545
C 15.457 24.816 -23.390 -0.1593
O 16.533 24.948 -22.578 0.0710
C 17.016 26.235 -22.597 -0.4557
O 17.886 26.722 -21.852 0.1124
O 16.313 26.964 -23.497 0.0956
H 14.160 25.760 -25.610 0.0918
H 15.875 25.863 -25.861 0.0912
H 14.988 27.353 -25.761 0.0941
H 14.318 26.610 -23.352 0.1613
H 15.780 24.182 -24.215 0.1319
H 14.587 24.368 -22.909 0.1424
C 8.883 23.864 -30.476 -0.0085
C 10.404 23.784 -30.603 -0.3137
C 11.058 23.145 -29.450 -0.1595
O 11.942 22.151 -29.917 0.0596
C 11.522 21.881 -31.217 -0.4791
O 11.719 20.865 -31.884 0.1168
O 10.533 22.728 -31.570 0.0701
H 8.723 24.596 -29.685 0.0919
H 8.468 22.924 -30.110 0.0911
H 8.375 24.163 -31.392 0.0948
H 10.941 24.707 -30.819 0.1609
H 10.327 22.696 -28.778 0.1347
H 11.549 23.980 -28.950 0.1404
C 9.182 30.291 -20.190 -0.0429
C 7.789 29.799 -20.155 -0.3010
C 7.450 29.027 -18.874 -0.0998
O 6.211 29.617 -18.617 0.0405
C 6.020 30.831 -19.241 -0.5529
O 5.042 31.497 -19.055 0.1552
O 7.045 31.039 -20.042 0.0935
H 9.189 31.089 -20.933 0.0916
H 9.910 29.510 -20.411 0.0925
H 9.535 30.718 -19.251 0.0895
H 7.546 29.241 -21.059 0.1629
H 8.193 29.171 -18.090 0.1322
H 7.301 27.972 -19.105 0.1400